(P)
Computed, not measured: the molecule C3H5ClN2, with the ωB97M-V functional and the def2-TZVPD basis.

Last columns: bonded neighbours and bond lengths (Å).
Element x y z (Å)
1 Cl 2.05587 1.08055 0.88103  C2 1.766
2 C 0.39853 0.49461 1.05218  Cl1 1.766, C3 1.506, N6 1.831, H7 1.070
3 C 0.04111 -0.78840 0.34824  C2 1.506, C4 1.701, H8 1.013, H9 1.010
4 C -0.41161 -0.27476 -1.20877  C3 1.701, N5 1.435, H10 1.135, H11 1.098
5 N -0.78190 1.09634 -1.00502  C4 1.435, N6 1.190
6 N -0.62663 1.63052 0.04643  C2 1.831, N5 1.190
7 H 0.06899 0.51476 2.07039  C2 1.070
8 H -0.78410 -1.13312 0.82391  C3 1.013
9 H 0.78023 -1.47622 0.33608  C3 1.010
10 H 0.55343 -0.30445 -1.80582  C4 1.135
11 H -1.29392 -0.83982 -1.53866  C4 1.098

Values from the calculation:
- Lowest unoccupied orbital energy: 0.0353 hartree
- M: 104.5 g/mol
- HOMO: -8.798 eV


(Q)
Computed, not measured: the molecule C3H5ClN2, with the ωB97M-V functional and the def2-TZVPD basis.

Last columns: bonded neighbours and bond lengths (Å).
Element x y z (Å)
1 H 2.39378 -0.19589 1.32178  N2 1.056
2 N 1.59016 0.11373 0.71144  H1 1.056, C3 1.294
3 C 0.84240 -0.93833 0.62420  N2 1.294, N4 1.382, H8 1.092
4 N -0.40384 -0.97934 0.02738  C3 1.382, C5 1.412, H9 1.050
5 C -1.02404 0.12912 -0.58981  N4 1.412, C6 1.329, H10 1.132
6 C -0.55216 1.37191 -0.59436  C5 1.329, Cl7 1.729, H11 1.069
7 Cl -1.45898 2.55114 -1.47482  C6 1.729
8 H 1.16535 -1.83792 1.15161  C3 1.092
9 H -0.97331 -1.84149 0.21558  N4 1.050
10 H -1.93770 -0.12822 -1.20699  C5 1.132
11 H 0.35834 1.75529 -0.18600  C6 1.069

Values from the calculation:
- Lowest unoccupied orbital energy: 0.0228 hartree
- M: 104.5 g/mol
- HOMO: -8.502 eV


Going by the computed energies, the most stable comes first: (Q), (P).